Record 1
A molecular structure, C25H21F3FeOS. Source: the OMol25 dataset; level of theory: ωB97M-V with the def2-TZVPD basis set.

As for the spin multiplicity: 5. Its LUMO energy (alpha / beta) is 0.41 / -2.31 eV. The calculation puts the orbital gap (alpha / beta) at 5.68 / 6.06 eV. As for the expectation value of S²: 6.11. The net charge is 0. The value obtained for the maximum force is 2.9 eV Å⁻¹.

Each line ends with the Mulliken spin population.
CARTESIAN COORDINATES (ANGSTROEM)
C -1.762 -5.780 3.033  0.003
O -2.022 -4.512 3.681  0.036
C -2.217 -3.410 2.912  0.209
C -2.627 -2.226 3.588  -0.107
C -2.996 -1.124 2.867  0.156
C -2.927 -1.108 1.437  -0.052
C -3.371 0.032 0.748  0.463
C -3.293 0.218 -0.678  -0.076
C -4.245 0.886 -1.589  0.033
C -3.628 1.019 -2.889  0.095
C -2.286 0.473 -2.815  -0.004
C -2.095 -0.038 -1.486  0.138
Fe -2.555 1.880 -1.452  1.869
C -1.494 2.722 -0.005  0.103
C -2.841 3.259 -0.058  0.010
C -3.064 3.783 -1.396  0.038
C -1.852 3.568 -2.171  0.008
C -0.882 2.907 -1.309  -0.037
C -2.448 -2.288 0.785  0.198
C -2.099 -3.412 1.501  -0.087
H -1.680 -6.477 3.866  0.000
H -2.586 -6.076 2.372  0.000
H -0.822 -5.752 2.468  0.000
H -2.687 -2.262 4.675  -0.005
H -3.345 -0.224 3.382  0.003
H -3.935 0.781 1.312  0.017
H -5.274 1.111 -1.316  -0.004
H -4.097 1.380 -3.798  0.011
H -1.583 0.375 -3.635  -0.002
H -1.280 -0.656 -1.126  -0.009
H -0.992 2.325 0.873  0.013
H -3.526 3.348 0.780  -0.006
H -3.951 4.320 -1.722  0.004
H -1.674 3.924 -3.181  0.007
H 0.150 2.668 -1.546  -0.015
H -2.367 -2.315 -0.301  0.015
H -1.775 -4.322 0.985  -0.005
F 2.272 -1.683 4.742  -0.001
C 2.174 -0.325 4.891  0.001
F 0.964 -0.088 5.496  -0.001
F 3.139 0.045 5.782  0.000
C 2.273 0.406 3.574  -0.063
C 2.866 1.671 3.516  0.170
C 2.949 2.333 2.277  -0.075
C 2.395 1.769 1.144  0.130
C 1.677 0.547 1.240  -0.064
S 0.804 0.001 -0.057  0.733
C 1.710 -0.191 2.456  0.136
H 3.262 2.122 4.421  0.009
H 3.459 3.298 2.221  -0.003
H 2.458 2.234 0.165  0.002
H 1.285 -1.189 2.492  0.006



Record 2
5 unconnected molecules or ions with the total composition C25H21F4O3. Source: the OMol25 dataset; level of theory: ωB97M-V with the def2-TZVPD basis set.

Its LUMO energy is 2.21 eV. The calculation puts the orbital gap at 5.54 eV. The energy above the lowest of the compared OMol25 structures with the same formula, charge and spin comes out at 59.16 kJ/mol. The net charge is -1. The value obtained for the maximum force is 4.9 eV Å⁻¹.

Each line ends with the Löwdin charge.
CARTESIAN COORDINATES (ANGSTROEM)
O -0.433 2.110 -1.412  0.068
C -0.230 3.342 -1.764  -1.011
O -0.457 4.254 -1.023  -0.028
O 0.188 3.536 -2.933  -0.111
H -0.126 1.746 -2.245  0.083
F 0.992 -4.971 0.355  0.033
C 1.424 -4.897 1.663  -0.229
C 1.021 -3.856 2.550  -0.009
C 1.683 -3.707 3.777  -0.074
C 2.544 -4.752 4.242  -0.086
C 2.932 -5.790 3.382  -0.093
C 2.396 -5.790 2.107  -0.050
H 0.263 -3.119 2.329  0.110
H 1.478 -2.832 4.376  0.099
H 3.003 -4.561 5.201  0.089
H 3.745 -6.462 3.615  0.100
H 2.652 -6.627 1.474  0.110
F -1.593 7.163 5.375  0.031
C -2.017 6.421 6.477  -0.245
C -2.655 5.200 6.225  -0.022
C -3.148 4.451 7.244  -0.099
C -3.079 4.917 8.552  -0.089
C -2.525 6.199 8.800  -0.069
C -1.899 6.868 7.744  -0.041
H -2.795 4.932 5.188  0.124
H -3.725 3.569 7.008  0.106
H -3.566 4.426 9.381  0.093
H -2.582 6.570 9.812  0.096
H -1.371 7.797 7.902  0.116
F 4.492 0.039 -6.143  0.070
C 4.912 -1.118 -5.612  -0.283
C 5.461 -2.117 -6.391  -0.033
C 5.771 -3.363 -5.856  -0.099
C 5.590 -3.587 -4.505  -0.109
C 5.080 -2.563 -3.671  -0.069
C 4.688 -1.324 -4.235  0.010
H 5.626 -1.952 -7.446  0.111
H 6.181 -4.127 -6.500  0.098
H 5.703 -4.518 -3.969  0.092
H 4.998 -2.829 -2.628  0.096
H 4.229 -0.549 -3.638  0.116
F -3.436 1.992 -6.261  0.069
C -4.056 1.097 -5.472  -0.279
C -3.955 -0.275 -5.734  0.000
C -4.447 -1.221 -4.780  -0.103
C -5.081 -0.797 -3.662  -0.125
C -5.318 0.579 -3.496  -0.066
C -4.877 1.520 -4.446  -0.008
H -3.284 -0.735 -6.444  0.103
H -4.179 -2.268 -4.781  0.098
H -5.284 -1.474 -2.845  0.097
H -5.885 0.881 -2.628  0.097
H -5.046 2.571 -4.264  0.116